Version a
This record from the Open Molecules 2025 dataset describes C5H11NO4 in the gas phase. The level of theory is ωB97M-V/def2-TZVPD.

Properties
HOMO energy: -9.87 eV
LUMO level: 0.86 eV
Frontier orbital gap: 10.73 eV
SMILES: C=NO[C@](O)(OC)[C@H](C)O

Last column: Mulliken charge in e.
Cartesian coordinates (Å):
C 0.805 -1.440 -2.539  -0.333
N 0.920 -0.481 -1.737  -0.525
O -0.312 -0.081 -1.073  -0.175
C 0.013 0.582 0.129  0.831
O 0.666 1.765 -0.121  -0.551
O 0.749 -0.312 0.940  -0.374
C 2.162 -0.181 0.997  -0.706
C -1.325 0.868 0.859  0.035
C -2.042 -0.434 1.201  -1.235
O -2.122 1.734 0.096  -0.547
H -0.114 -1.995 -2.714  0.287
H 1.662 -1.640 -3.166  0.278
H 1.315 1.607 -0.821  0.415
H 2.487 0.846 1.183  0.304
H 2.468 -0.787 1.848  0.286
H 2.613 -0.572 0.075  0.264
H -1.069 1.420 1.765  0.405
H -1.411 -1.030 1.847  0.343
H -2.260 -0.992 0.298  0.265
H -2.970 -0.203 1.716  0.356
H -2.235 1.327 -0.783  0.375

---

Version b
This record from the Open Molecules 2025 dataset describes C5H11NO4 in the gas phase. The level of theory is ωB97M-V/def2-TZVPD.

Properties
HOMO energy: -9.90 eV
LUMO level: 0.61 eV
Frontier orbital gap: 10.51 eV
SMILES: NCOC(=O)OCCCO

Last column: Mulliken charge in e.
Cartesian coordinates (Å):
N 1.884 -1.073 0.896  -0.434
C 2.643 -0.199 0.022  -0.393
O 1.819 0.564 -0.866  -0.300
C 1.195 1.661 -0.361  0.629
O 1.365 2.750 -0.836  -0.552
O 0.378 1.418 0.682  -0.336
C -1.013 1.266 0.360  -0.630
C -1.377 0.157 -0.635  -0.001
C -2.509 -0.753 -0.142  -0.714
O -2.043 -1.857 0.631  -0.503
H 2.537 -1.572 1.492  0.243
H 1.397 -1.780 0.353  0.170
H 3.228 0.482 0.648  0.404
H 3.318 -0.734 -0.653  0.281
H -1.506 1.080 1.315  0.343
H -1.364 2.231 -0.019  0.335
H -0.509 -0.477 -0.843  0.119
H -1.668 0.595 -1.594  0.361
H -3.191 -0.207 0.510  0.376
H -3.062 -1.127 -1.011  0.292
H -1.524 -2.425 0.050  0.308

---

Preferred: version b; penalty for the next structure: 0.0484 hartree.

---

Version a
This record from the Open Molecules 2025 dataset describes a molecular structure, C14H8CrF5I2NO4S4Te. The level of theory is ωB97M-V/def2-TZVPD.

Properties
HOMO energy (spin up / spin down): -6.10 / -6.58 eV
2S+1: 4
LUMO level (spin up / spin down): 0.19 / 0.15 eV
Net charge: -1
Frontier orbital gap (spin up / spin down): 6.29 / 6.73 eV

Last column: Mulliken charge in e.
Cartesian coordinates (Å):
Cr 0.382 -1.572 0.221  1.029
O -1.054 0.535 6.840  -0.523
C -0.551 0.512 5.757  0.619
S 0.702 -0.652 5.296  -0.087
C 1.014 -0.062 3.685  0.169
C 0.205 1.153 3.295  -0.083
S 0.422 1.973 1.920  -0.070
S -0.956 1.672 4.480  -0.020
S 2.078 -0.792 2.712  -0.095
I 1.690 -5.393 -1.338  0.083
C 1.426 -3.894 -2.808  -0.746
I -0.490 -2.981 -2.735  0.079
H 1.554 -4.338 -3.786  0.462
H 2.161 -3.121 -2.620  0.102
O 3.961 -0.915 -1.586  -0.719
C 2.826 -0.906 -1.141  0.399
O 2.291 -1.789 -0.375  -0.487
C 1.898 0.223 -1.562  0.414
C 2.401 1.251 -2.383  -0.661
C 1.557 2.246 -2.765  -0.715
C 0.209 2.227 -2.338  1.296
C -0.704 3.244 -2.692  -0.857
C -1.992 3.203 -2.239  -0.516
C -2.415 2.143 -1.415  -0.620
C -1.561 1.136 -1.059  -0.200
C -0.225 1.158 -1.517  -0.613
N 0.653 0.167 -1.146  0.312
H 3.441 1.202 -2.668  0.543
H 1.896 3.064 -3.390  0.401
H -0.356 4.056 -3.321  0.365
H -2.688 3.989 -2.504  0.379
H -3.431 2.124 -1.042  0.482
H -1.873 0.328 -0.412  0.590
F -3.690 -1.765 1.552  -0.412
Te -2.109 -1.338 2.443  1.666
F -3.242 -1.073 4.009  -0.497
F -2.119 -3.250 2.820  -0.527
F -2.613 0.520 1.949  -0.539
F 0.647 -2.911 1.407  -0.647
O -1.346 -1.373 0.458  -0.756

---

Version b
This record from the Open Molecules 2025 dataset describes a molecular structure, C14H8CrF5I2NO4S4Te. The level of theory is ωB97M-V/def2-TZVPD.

Properties
HOMO energy (spin up / spin down): -4.52 / -4.71 eV
2S+1: 4
LUMO level (spin up / spin down): 1.14 / 1.07 eV
Net charge: -1
Frontier orbital gap (spin up / spin down): 5.66 / 5.78 eV

Last column: Mulliken charge in e.
Cartesian coordinates (Å):
Cr -1.168 0.342 0.602  0.547
O 1.206 -4.900 4.360  -0.604
C 0.775 -3.967 3.732  0.562
S 1.718 -2.522 3.339  -0.158
C 0.473 -1.713 2.410  0.190
C -0.713 -2.323 2.306  0.060
S -2.053 -1.709 1.371  -0.582
S -0.877 -3.874 3.109  -0.181
S 0.858 -0.192 1.639  -0.314
I 0.011 3.097 3.659  0.184
C 2.084 2.841 3.343  -0.861
I 2.740 3.198 1.355  0.026
H 2.327 1.813 3.579  0.313
H 2.606 3.547 3.975  0.422
O -0.490 3.515 -1.684  -0.535
C -0.402 2.474 -1.111  0.508
O -0.624 2.281 0.210  -0.362
C 0.060 1.213 -1.813  0.636
C 0.808 1.375 -2.992  -1.017
C 1.299 0.267 -3.607  -0.529
C 0.982 -1.006 -3.087  1.230
C 1.430 -2.197 -3.708  -0.853
C 1.088 -3.414 -3.202  -0.488
C 0.254 -3.490 -2.064  -0.869
C -0.197 -2.360 -1.447  -0.101
C 0.177 -1.086 -1.929  0.059
N -0.234 0.051 -1.273  0.333
H 0.979 2.380 -3.348  0.505
H 1.916 0.342 -4.494  0.423
H 2.040 -2.116 -4.600  0.363
H 1.442 -4.321 -3.675  0.385
H -0.039 -4.455 -1.672  0.433
H -0.860 -2.424 -0.594  0.088
F -2.748 1.176 -0.360  -0.546
Te -2.531 2.794 1.111  1.420
F -3.132 3.593 2.720  -0.347
F -1.622 4.438 1.176  -0.318
F -4.376 2.438 1.106  -0.395
F -3.064 3.645 -0.461  -0.386
O -2.140 1.248 2.023  -0.240

---

Preferred: version a; penalty for the next structure: 0.0160 hartree.

---

Version a
This record from the Open Molecules 2025 dataset describes 2 unconnected molecules or ions with the total composition C2H4S3. The level of theory is ωB97M-V/def2-TZVPD.

Properties
HOMO energy (spin up / spin down): -8.35 / -8.40 eV
LUMO level (spin up / spin down): -1.22 / -1.20 eV
Frontier orbital gap (spin up / spin down): 7.13 / 7.20 eV

Last column: Mulliken charge in e.
Cartesian coordinates (Å):
C -0.651 0.365 1.197  -0.374
C -0.442 -0.079 -0.171  0.064
S -1.655 -1.108 0.603  -0.047
S -0.509 0.626 -1.689  -0.132
S 2.001 -1.101 -0.119  -0.331
H 0.060 -0.205 1.773  0.249
H -1.314 1.249 1.497  0.306
H 0.473 1.600 -1.688  0.175
H 2.038 -1.350 -1.402  0.089

---

Version b
This record from the Open Molecules 2025 dataset describes C2H4S3 in the gas phase. The level of theory is ωB97M-V/def2-TZVPD.

Properties
HOMO energy: -8.35 eV
LUMO level: 0.09 eV
Frontier orbital gap: 8.43 eV
SMILES: CC1(S)SS1

Last column: Mulliken charge in e.
Cartesian coordinates (Å):
C 0.145 -0.472 0.835  -0.853
C 1.393 0.178 0.181  0.247
S 1.310 1.930 -0.186  -0.121
S 2.512 -0.650 -1.106  -0.135
S 2.918 -0.279 0.845  -0.174
H -0.658 -0.211 0.164  0.282
H 0.056 -0.002 1.839  0.295
H 0.235 -1.593 0.845  0.312
H 0.805 1.545 -1.335  0.147

---

Preferred: version b; penalty for the next structure: 0.0871 hartree.

---

Version a
This record from the Open Molecules 2025 dataset describes 2 unconnected molecules or ions with the total composition C6H10ClN2. The level of theory is ωB97M-V/def2-TZVPD.

Properties
HOMO energy: -11.69 eV
LUMO level: -6.84 eV
Net charge: +1
Frontier orbital gap: 4.84 eV

Last column: Mulliken charge in e.
Cartesian coordinates (Å):
C 1.999 -1.026 -1.314  -0.704
C 2.064 -1.128 0.024  0.588
C 0.027 -0.297 -0.430  -0.565
C 3.014 -1.747 0.912  -1.012
C -3.374 2.370 -0.277  -0.880
C -3.003 1.228 0.668  0.323
N 0.869 -0.727 0.479  0.010
N 0.756 -0.499 -1.571  0.013
Cl -2.675 1.547 2.227  0.091
H 2.703 -1.317 -1.995  0.482
H 3.128 -2.776 0.725  0.278
H 4.038 -1.369 0.901  0.314
H 2.618 -1.575 1.962  0.255
H -4.446 2.727 -0.077  0.368
H -3.378 1.964 -1.241  0.301
H -2.805 3.204 -0.258  0.375
H -2.663 0.242 0.329  0.338
H 0.644 -0.431 1.461  0.281
H 0.485 -0.389 -2.523  0.146

---

Version b
This record from the Open Molecules 2025 dataset describes a gas-phase ion, C6H10ClN2 (charge +1). The level of theory is ωB97M-V/def2-TZVPD.

Properties
HOMO energy (spin up / spin down): -14.54 / -14.54 eV
LUMO level (spin up / spin down): -6.33 / -6.33 eV
Net charge: +1
Frontier orbital gap (spin up / spin down): 8.21 / 8.21 eV
SMILES: CC[C@@]1(C)C=NC(Cl)=[NH+]1

Last column: Mulliken charge in e.
Cartesian coordinates (Å):
C 1.954 -0.788 0.474  -1.177
C 0.593 -0.424 0.900  -0.636
C -0.312 0.224 -0.151  1.582
C 0.722 1.166 -0.875  -1.698
C -0.873 -0.838 -0.936  -0.381
N -2.142 -1.086 -0.776  -0.382
C -2.726 -0.195 -0.020  0.452
Cl -4.246 0.274 0.349  0.011
N -1.438 0.936 0.410  -0.448
H 2.476 0.212 0.204  0.333
H 2.216 -1.290 -0.474  0.338
H 2.500 -1.318 1.359  0.305
H 0.680 0.283 1.729  0.321
H 0.098 -1.342 1.281  0.394
H 0.226 1.918 -1.583  0.352
H 1.449 0.571 -1.361  0.514
H 1.098 1.768 -0.065  0.424
H -0.463 -1.666 -1.570  0.433
H -1.815 1.594 1.108  0.264

---

Version c
This record from the Open Molecules 2025 dataset describes a gas-phase ion, C6H10ClN2 (charge +1). The level of theory is ωB97M-V/def2-TZVPD.

Properties
HOMO energy: -13.19 eV
LUMO level: -4.68 eV
Net charge: +1
Frontier orbital gap: 8.51 eV
SMILES: CN1C=CC=[N+](C)[C@@H]1Cl

Last column: Mulliken charge in e.
Cartesian coordinates (Å):
C 2.205 1.038 0.575  -0.862
N 1.231 0.375 -0.132  -0.052
C 1.411 -0.518 -1.068  0.249
C 0.318 -1.242 -1.558  -1.027
C -0.935 -1.259 -0.942  0.253
N -1.114 -0.210 -0.083  0.007
C -2.450 -0.149 0.549  -0.976
C -0.270 0.869 0.114  -0.129
Cl -0.555 2.265 -0.886  -0.095
H 2.156 2.120 0.235  0.351
H 2.093 0.967 1.658  0.292
H 3.045 0.592 0.169  0.322
H 2.320 -0.707 -1.482  0.493
H 0.376 -1.968 -2.335  0.372
H -1.736 -1.901 -1.172  0.399
H -2.903 0.703 0.155  0.408
H -2.415 -0.199 1.644  0.335
H -2.966 -0.996 0.181  0.305
H -0.472 1.068 1.215  0.354

---

Preferred: version c; penalty for the next structure: 0.0889 hartree.

---

Version a
This record from the Open Molecules 2025 dataset describes C3H9NO2S2 in the gas phase. The level of theory is ωB97M-V/def2-TZVPD.

Properties
HOMO energy: -9.53 eV
LUMO level: 0.47 eV
Frontier orbital gap: 10.00 eV
SMILES: CC(C)(S)S(N)(=O)=O

Last column: Mulliken charge in e.
Cartesian coordinates (Å):
C 0.776 -0.822 0.753  -1.047
C 0.380 0.181 -0.314  0.174
C 0.574 -0.057 -1.776  -1.521
S 1.045 1.978 0.353  -0.131
S -1.513 0.393 -0.139  1.192
N -1.718 0.689 1.461  -0.506
O -2.192 -0.808 -0.491  -0.619
O -1.771 1.565 -0.884  -0.622
H 0.070 -1.656 0.688  0.317
H 0.584 -0.259 1.673  0.299
H 1.812 -1.266 0.569  0.337
H -0.159 -0.701 -2.027  0.503
H 0.306 0.813 -2.217  0.458
H 1.547 -0.473 -2.150  0.322
H -0.088 2.619 -0.330  0.243
H -2.347 0.036 1.894  0.295
H -0.778 0.756 2.016  0.304

---

Version b
This record from the Open Molecules 2025 dataset describes 3 unconnected molecules or ions with the total composition C3H9NO2S2. The level of theory is ωB97M-V/def2-TZVPD.

Properties
HOMO energy: -7.96 eV
LUMO level: -3.15 eV
Frontier orbital gap: 4.81 eV

Last column: Mulliken charge in e.
Cartesian coordinates (Å):
N -0.050 1.600 0.946  -0.540
C 0.237 0.190 1.051  0.145
C -1.125 -0.554 1.168  -0.089
O -2.145 -0.043 0.743  -0.611
C 0.101 -0.759 -0.062  -1.169
S 2.409 0.601 -0.839  -0.127
S 3.655 -0.738 -0.008  -0.155
H 0.620 2.067 0.357  0.233
H -0.991 1.746 0.632  0.268
H 1.111 -0.023 1.654  0.460
H -1.205 -1.367 1.892  0.405
H 0.787 -1.587 -0.050  0.392
H -0.108 -0.376 -1.054  0.636
H 4.623 -0.685 -0.935  0.167
H -2.336 0.107 -1.100  0.336
H -3.215 0.040 -2.381  0.289
O -2.368 -0.220 -2.012  -0.637

---

Version c
This record from the Open Molecules 2025 dataset describes a molecular structure, C3H9NO2S2. The level of theory is ωB97M-V/def2-TZVPD.

Properties
HOMO energy (spin up / spin down): -8.45 / -8.64 eV
LUMO level (spin up / spin down): -1.22 / 0.39 eV
Frontier orbital gap (spin up / spin down): 7.23 / 9.02 eV

Last column: Mulliken charge in e.
Cartesian coordinates (Å):
C -1.023 -1.304 1.604  -0.885
C -1.898 2.079 -0.773  -0.729
C 2.448 -0.323 -0.408  -0.902
N 0.295 0.820 0.597  -0.175
O -0.014 -0.622 -1.516  -0.557
O 0.848 1.613 -1.705  -0.611
S -0.681 2.001 0.685  0.064
S 0.842 0.381 -0.939  0.990
H -0.085 -0.906 1.958  0.329
H -1.783 -0.621 1.688  0.313
H -1.085 -2.228 1.019  0.287
H -1.603 2.866 -1.587  0.292
H -2.937 2.156 -0.349  0.327
H -1.756 1.112 -1.392  0.238
H 2.152 -1.213 0.082  0.329
H 2.844 -0.515 -1.374  0.380
H 3.119 0.421 0.056  0.310

---

Preferred: version a; penalty for the next structure: 0.1148 hartree.

---

Version a
This record from the Open Molecules 2025 dataset describes 11 unconnected molecules or ions with the total composition F6H20O10P. The level of theory is ωB97M-V/def2-TZVPD.

Properties
HOMO energy: -8.33 eV
LUMO level: 2.52 eV
Net charge: -1
Frontier orbital gap: 10.85 eV

Last column: Mulliken charge in e.
Cartesian coordinates (Å):
P -1.386 0.905 0.513  1.336
F -0.384 1.059 -0.747  -0.396
F -0.953 -0.617 0.766  -0.359
F -0.114 1.381 1.523  -0.472
F -2.369 0.813 1.771  -0.379
F -1.654 2.465 0.382  -0.362
F -2.535 0.368 -0.465  -0.478
O 1.981 -2.095 -0.412  -0.571
H 1.403 -2.520 0.341  0.311
H 2.334 -1.215 -0.180  0.284
O -1.363 0.833 -4.059  -0.666
H -1.370 1.351 -3.306  0.319
H -1.212 -0.078 -3.712  0.339
O 2.335 0.338 2.556  -0.589
H 3.033 0.956 2.310  0.283
H 1.444 0.707 2.421  0.376
O 0.604 -2.508 2.239  -0.676
H 1.293 -2.114 2.846  0.320
H -0.137 -1.906 2.257  0.330
O 2.368 2.373 -0.082  -0.646
H 2.019 1.727 -0.692  0.322
H 1.703 2.395 0.603  0.308
O -0.130 -2.018 -2.038  -0.621
H 0.035 -1.732 -1.135  0.362
H 0.645 -2.572 -2.257  0.280
O -4.998 1.340 0.508  -0.727
H -4.682 1.657 1.382  0.347
H -4.151 1.037 0.094  0.437
O 3.608 -2.635 2.420  -0.624
H 3.310 -3.101 1.681  0.348
H 3.133 -1.810 2.290  0.248
O -5.329 4.016 0.011  -0.684
H -5.443 3.020 0.037  0.430
H -4.635 4.141 -0.610  0.280
O 4.244 -2.053 -3.151  -0.658
H 3.672 -2.455 -2.465  0.324
H 3.680 -1.453 -3.641  0.322

---

Version b
This record from the Open Molecules 2025 dataset describes 11 unconnected molecules or ions with the total composition F6H20O10P. The level of theory is ωB97M-V/def2-TZVPD.

Properties
HOMO energy: -8.65 eV
LUMO level: 2.23 eV
Net charge: -1
Frontier orbital gap: 10.88 eV

Last column: Mulliken charge in e.
Cartesian coordinates (Å):
P 0.611 -0.370 -0.583  1.184
F -0.283 -0.078 -1.941  -0.357
F 2.057 -0.486 -1.379  -0.376
F 0.944 1.276 -0.340  -0.398
F 1.520 -0.912 0.639  -0.356
F -0.681 -0.134 0.349  -0.340
F 0.277 -1.956 -0.780  -0.358
O 2.913 -1.339 -6.263  -0.656
H 3.186 -0.467 -6.549  0.312
H 2.542 -1.201 -5.392  0.345
O 5.830 -4.309 -1.222  -0.651
H 5.527 -4.975 -1.838  0.314
H 5.299 -3.538 -1.422  0.337
O 0.387 5.962 4.500  -0.639
H 1.195 5.677 4.927  0.318
H 0.654 6.186 3.608  0.321
O -2.286 5.322 -2.127  -0.645
H -1.803 6.055 -1.745  0.309
H -2.112 4.587 -1.540  0.336
O 1.919 -0.697 6.696  -0.641
H 1.639 0.168 6.398  0.323
H 2.854 -0.730 6.497  0.319
O -4.899 -3.817 1.514  -0.646
H -5.397 -3.761 2.329  0.310
H -3.985 -3.726 1.785  0.335
O -4.687 -1.181 -7.670  -0.646
H -4.134 -0.776 -7.003  0.331
H -4.080 -1.684 -8.213  0.315
O -6.615 0.545 -0.127  -0.643
H -6.669 1.152 0.612  0.312
H -5.975 -0.111 0.149  0.331
O 5.054 3.522 1.856  -0.657
H 4.298 3.174 1.383  0.342
H 5.731 3.621 1.187  0.315
O -0.598 -3.888 3.872  -0.648
H 0.127 -3.821 3.250  0.332
H -0.361 -3.291 4.582  0.316

---

Preferred: version a; penalty for the next structure: 0.0760 hartree.